Record 1
The following is a quantum chemistry calculation of C26H35INOSSbSe4SiW as an isolated structure at a distorted geometry, from the Open Molecules 2025 dataset.

Structure (ORCA input):
```
! RIJCOSX wB97M-V def2-TZVPD def2/J DEFGRID3
* xyz 0 1
W 2.258 0.519 -1.240
Se 0.821 4.868 -1.133
Sb 2.199 3.129 -2.043
Se 0.105 0.666 -2.262
Se 1.628 1.597 0.748
Se 4.355 2.302 -1.170
O -1.158 0.116 0.769
S -1.313 1.629 0.349
C -1.698 2.388 1.906
C -2.583 1.817 2.812
C -2.807 2.462 4.014
C -2.161 3.665 4.290
C -1.282 4.221 3.374
C -1.036 3.577 2.168
C -2.903 1.624 -0.435
C -3.091 2.641 -1.359
C -4.310 2.727 -2.015
C -5.301 1.790 -1.759
C -5.085 0.762 -0.849
C -3.878 0.674 -0.174
H -3.074 0.879 2.587
H -3.485 2.032 4.739
H -2.343 4.165 5.233
H -0.775 5.150 3.597
H -0.334 3.979 1.444
H -2.287 3.340 -1.571
H -4.475 3.513 -2.738
H -6.247 1.852 -2.282
H -5.856 0.026 -0.667
H -3.686 -0.131 0.523
C 3.735 -0.840 -0.306
Si 0.336 -0.797 0.533
C -0.407 -2.384 -0.326
C 0.727 -3.301 -0.797
C -1.335 -3.149 0.635
C -1.268 -2.071 -1.551
C 0.877 -1.296 2.347
C 1.847 -0.343 3.056
C -0.376 -1.330 3.248
C 1.572 -2.670 2.364
H 3.360 -1.867 -0.241
H 4.036 -0.517 0.691
H 4.638 -0.867 -0.924
H 1.336 -3.694 0.015
H 1.382 -2.757 -1.476
H 0.306 -4.153 -1.341
H -0.839 -3.530 1.521
H -1.746 -4.011 0.101
H -2.179 -2.531 0.952
H -0.674 -1.773 -2.411
H -2.018 -1.300 -1.363
H -1.800 -2.986 -1.834
H 1.411 0.641 3.231
H 2.785 -0.215 2.517
H 2.082 -0.771 4.036
H -0.793 -0.329 3.367
H -0.076 -1.681 4.241
H -1.168 -1.984 2.896
H 2.482 -2.663 1.760
H 0.944 -3.489 2.025
H 1.868 -2.897 3.392
I 2.494 3.755 -4.662
C 3.208 0.196 -3.125
C 4.027 0.386 -4.230
C 4.223 -0.710 -5.050
C 3.647 -1.942 -4.734
C 2.887 -2.055 -3.588
N 2.690 -0.973 -2.834
H 4.490 1.342 -4.425
H 4.838 -0.621 -5.937
H 3.806 -2.807 -5.362
H 2.446 -2.991 -3.273
*
```

Results
Total energy, a.u.: -12040.19318
Energy above the lowest of the compared OMol25 structures with the same formula, charge and spin, kcal per mole: 8.8
Lowest unoccupied orbital energy, eV: -1.72

Record 2
The following is a quantum chemistry calculation of C26H35MgO2S4Sb2 as an isolated structure, from the Open Molecules 2025 dataset.

Structure (ORCA input):
```
! RIJCOSX wB97M-V def2-TZVPD def2/J DEFGRID3
* xyz -1 1
Mg -0.416 0.371 0.376
S -4.950 -0.758 0.071
Sb -3.457 0.954 0.174
S -1.778 0.588 -1.533
S -1.999 0.610 2.095
S -4.126 3.126 0.126
C -0.915 -2.756 -2.081
C -0.056 -3.134 -0.892
O -0.263 -2.304 0.252
C -1.347 -2.772 1.077
C -0.896 -3.897 1.997
H -0.791 -3.502 -2.871
H -0.647 -1.775 -2.465
H -1.969 -2.706 -1.806
H 1.005 -3.044 -1.137
H -0.240 -4.175 -0.609
H -2.187 -3.078 0.450
H -1.682 -1.916 1.659
H -0.769 -4.846 1.473
H -1.641 -4.044 2.781
H 0.057 -3.639 2.467
C 5.416 -3.534 4.401
C 4.383 -2.956 5.127
C 3.418 -2.186 4.485
C 3.488 -1.981 3.112
C 4.521 -2.578 2.385
C 5.483 -3.345 3.026
Sb 2.107 -0.728 2.034
C 1.252 0.179 3.768
C 1.623 1.419 4.280
C 1.016 1.911 5.429
C 0.031 1.171 6.068
C -0.355 -0.059 5.553
C 0.251 -0.551 4.407
C 3.698 0.638 1.551
C 4.002 0.812 0.204
C 5.096 1.578 -0.186
C 5.896 2.182 0.774
C 5.609 2.006 2.122
C 4.523 1.230 2.508
H 6.168 -4.128 4.906
H 4.326 -3.105 6.198
H 2.620 -1.736 5.065
H 4.586 -2.427 1.312
H 6.284 -3.797 2.453
H 2.372 2.019 3.780
H 1.311 2.877 5.821
H -0.448 1.563 6.957
H -1.144 -0.626 6.030
H -0.075 -1.506 4.004
H 3.380 0.353 -0.557
H 5.320 1.704 -1.239
H 6.745 2.783 0.473
H 6.234 2.469 2.877
H 4.334 1.067 3.563
C 0.107 3.551 1.539
C 1.331 3.167 0.740
O 1.081 2.024 -0.110
C 1.283 2.293 -1.511
C 0.328 3.329 -2.069
H -0.231 2.733 2.177
H -0.728 3.818 0.887
H 0.344 4.407 2.177
H 2.170 2.906 1.391
H 1.654 3.998 0.114
H 1.124 1.339 -2.015
H 2.325 2.597 -1.653
H -0.703 3.025 -1.886
H 0.482 3.402 -3.149
H 0.496 4.317 -1.636
*
```

Results
Total energy, a.u.: -3435.70414
Energy above the lowest of the compared OMol25 structures with the same formula, charge and spin, kcal per mole: 22.9
Lowest unoccupied orbital energy, eV: 2.00

Record 3
The following is a quantum chemistry calculation of C26H35N2Pt as an isolated structure at a distorted geometry, from the Open Molecules 2025 dataset.

Structure (ORCA input):
```
! RIJCOSX wB97M-V def2-TZVPD def2/J DEFGRID3
* xyz 1 5
C -1.656 0.897 1.161
C -1.753 -0.574 1.212
C -2.573 -0.967 0.074
C -2.759 0.164 -0.753
C -2.260 1.318 -0.090
Pt 0.086 0.015 0.186
C 1.635 0.348 -2.435
C 1.816 0.913 -1.170
H 2.794 0.844 -0.697
C 0.856 1.804 -0.508
H 0.100 2.296 -1.131
H 1.246 2.409 0.318
C 2.608 -0.661 -2.928
H 3.258 -1.020 -2.131
H 2.092 -1.531 -3.340
H 3.228 -0.244 -3.727
C 0.536 0.735 -3.363
H -0.228 1.378 -2.913
H 0.944 1.244 -4.252
H 0.026 -0.158 -3.750
C -1.466 -1.367 2.434
H -0.651 -0.898 2.997
H -2.349 -1.438 3.083
H -1.150 -2.384 2.169
C -3.086 -2.337 -0.132
H -2.397 -3.068 0.305
H -4.067 -2.486 0.344
H -3.204 -2.568 -1.197
C -3.314 0.168 -2.132
H -3.032 -0.749 -2.671
H -4.411 0.240 -2.135
H -2.914 1.021 -2.702
C -2.354 2.728 -0.537
H -2.111 2.829 -1.606
H -3.364 3.146 -0.396
H -1.657 3.352 0.039
C -1.456 1.746 2.366
H -1.296 2.795 2.074
H -2.351 1.719 3.015
H -0.599 1.390 2.949
C 0.331 -1.916 -0.593
C 1.045 -2.849 0.138
C -0.220 -2.236 -1.826
C 1.293 -4.116 -0.418
H 1.390 -2.565 1.127
C -0.018 -3.521 -2.361
H -0.803 -1.492 -2.364
C 0.754 -4.449 -1.659
H 1.904 -4.832 0.137
H -0.474 -3.775 -3.322
H 0.920 -5.443 -2.088
N 1.750 1.863 3.265
C 2.622 0.861 2.944
C 3.607 0.494 3.896
C 4.539 -0.469 3.539
C 4.427 -1.054 2.270
C 3.375 -0.686 1.434
N 2.450 0.228 1.776
H 1.234 2.326 2.532
H 2.003 2.422 4.068
H 3.577 0.983 4.869
H 5.322 -0.775 4.235
H 5.100 -1.836 1.920
H 3.217 -1.199 0.479
*
```

Results
Total energy, a.u.: -1240.16240
⟨S²⟩: 6.036
Lowest unoccupied orbital energy (spin up / spin down), eV: -1.92 / -5.55

Record 4
The following is a quantum chemistry calculation of C26H35N3O5 as an isolated structure at a distorted geometry, from the Open Molecules 2025 dataset.

Structure (ORCA input):
```
! RIJCOSX wB97M-V def2-TZVPD def2/J DEFGRID3
* xyz 0 1
C -2.162 4.650 -3.456
C -1.017 3.848 -2.771
H 0.027 4.202 -2.964
C -0.959 2.454 -3.167
O -0.721 2.286 -4.495
N -1.214 1.699 -2.126
C -1.361 0.350 -2.176
C -0.814 -0.493 -3.402
C -0.881 -1.845 -3.378
C -1.316 -2.615 -2.281
C -1.468 -1.939 -0.865
C -1.336 -0.470 -0.968
H -1.664 0.102 -0.328
H -1.802 -2.462 -0.063
N -1.171 -3.985 -2.335
C -2.151 -4.593 -3.237
H -3.221 -4.710 -3.116
C -1.557 -6.014 -3.499
O -1.438 -6.965 -2.311
C -0.861 -6.159 -1.203
C -1.235 -4.713 -1.058
H -2.422 -4.779 -0.440
H -0.690 -4.327 -0.175
H 0.157 -6.054 -1.454
H -0.585 -6.874 -0.395
H -0.439 -6.079 -3.895
H -2.141 -6.545 -4.385
H -1.915 -4.225 -4.141
H -0.858 -2.309 -4.235
H -0.782 0.028 -4.285
H -1.188 1.890 -1.105
O -1.099 4.219 -1.360
C -0.180 4.384 -0.489
O 0.955 4.555 -0.968
C -0.626 4.692 0.905
N 0.185 3.588 1.934
C 0.154 2.365 1.485
O -1.097 1.971 0.974
C 0.978 1.483 2.375
C 0.934 1.817 4.025
C 1.726 0.824 4.528
C 3.182 1.168 4.241
C 3.343 0.887 2.540
C 2.892 -0.558 2.204
C 1.661 -0.841 2.875
C 1.461 -0.704 4.188
H 0.409 -0.793 4.605
H 2.077 -1.306 4.686
C 0.696 -0.044 2.100
H -0.428 -0.055 2.582
H 0.638 -0.229 1.021
H 1.307 -1.982 2.637
H 3.726 -1.534 2.699
H 2.853 -0.911 1.161
C 2.233 1.647 1.736
H 2.547 2.665 2.084
H 2.454 1.559 0.645
H 4.348 1.015 2.195
H 3.645 2.043 4.263
H 3.736 0.319 4.596
H 1.928 1.048 5.499
H -0.169 1.588 4.226
H 1.262 2.774 3.985
H 0.932 4.220 2.286
H -0.495 5.696 1.167
H -1.740 4.405 0.966
H -3.138 4.389 -3.193
H -2.089 5.657 -3.196
H -2.016 4.625 -4.495
*
```

Results
Total energy, a.u.: -1551.62492
Energy above the lowest of the compared OMol25 structures with the same formula, charge and spin, kcal per mole: 430.7
Lowest unoccupied orbital energy, eV: 0.10

Record 5
The following is a quantum chemistry calculation of a 3-piece molecular cluster, C26H35NO8S overall at a distorted geometry, from the Open Molecules 2025 dataset.

Structure (ORCA input):
```
! RIJCOSX wB97M-V def2-TZVPD def2/J DEFGRID3
* xyz 0 1
C -1.539 1.778 -0.678
C -0.942 0.495 -1.259
C 0.587 0.466 -1.248
C 1.257 0.391 0.138
C 0.452 -0.282 1.247
C 1.075 0.002 2.633
C 0.806 1.419 3.060
C 1.822 2.364 3.085
C 1.622 3.719 3.393
C 2.813 4.646 3.324
C 3.478 4.588 1.940
O 4.063 5.852 1.590
C 3.147 6.772 1.150
C 2.555 6.509 -0.216
O 2.880 7.737 1.800
C 0.329 4.167 3.716
S 0.004 5.869 4.140
C -0.686 3.214 3.741
C -0.459 1.878 3.424
C -1.731 1.131 3.570
O -1.940 -0.037 3.392
N -2.746 2.064 3.951
C -2.141 3.361 4.080
O -2.761 4.338 4.379
H -1.070 2.668 -1.109
H -2.611 1.833 -0.877
H -1.418 1.833 0.408
H -1.348 -0.358 -0.704
H -1.299 0.373 -2.286
H 0.913 1.386 -1.749
H 0.919 -0.350 -1.891
H 1.587 1.392 0.433
H 2.171 -0.201 0.021
H 0.455 -1.364 1.102
H -0.581 0.057 1.283
H 0.661 -0.690 3.367
H 2.157 -0.129 2.556
H 2.821 2.024 2.829
H 3.525 4.323 4.088
H 2.501 5.664 3.546
H 4.301 3.877 1.914
H 2.732 4.311 1.186
H 1.475 6.380 -0.126
H 2.739 7.393 -0.828
H 2.991 5.637 -0.698
H -0.213 6.308 2.893
H -3.151 1.779 4.839
O 1.671 -2.645 -2.593
C 0.833 -2.732 -3.445
C -0.404 -3.607 -3.436
C -0.840 -3.588 -4.900
C -0.321 -2.230 -5.358
O 0.865 -1.992 -4.577
H -1.147 -3.148 -2.782
H -0.169 -4.601 -3.077
H -1.909 -3.714 -5.050
H -0.331 -4.384 -5.446
H -1.031 -1.425 -5.152
H -0.048 -2.198 -6.410
O -2.985 -6.542 -4.230
C -2.670 -6.931 -3.145
C -3.049 -8.229 -2.459
C -2.691 -7.958 -0.999
C -1.554 -6.952 -1.137
O -1.852 -6.214 -2.336
H -2.447 -9.029 -2.892
H -4.101 -8.446 -2.621
H -2.408 -8.844 -0.434
H -3.537 -7.491 -0.493
H -0.584 -7.437 -1.266
H -1.492 -6.251 -0.309
*
```

Results
Total energy, a.u.: -2066.65063
SMILES string: CCCCCCc1cc(CCOC(C)=O)c(S)c2c1C(=O)NC2=O.O=C1CCCO1.O=C1CCCO1
Lowest unoccupied orbital energy, eV: -0.48

Record 6
The following is a quantum chemistry calculation of C26H35NOPtSSe as an isolated structure, from the Open Molecules 2025 dataset.

Structure (ORCA input):
```
! RIJCOSX wB97M-V def2-TZVPD def2/J DEFGRID3
* xyz 2 5
Pt 0.431 -0.052 -0.029
C -0.816 -0.748 1.835
C -1.212 0.540 2.206
C -0.297 1.433 2.755
C 1.035 1.057 2.945
C 1.460 -0.203 2.564
C 0.546 -1.114 1.979
H -1.551 -1.483 1.538
H -2.247 0.832 2.082
H -0.624 2.421 3.052
H 1.733 1.749 3.396
H 2.485 -0.510 2.721
H 0.839 -2.145 1.832
C 0.887 -3.283 -1.965
N 0.648 -2.594 -3.210
C 0.724 -3.351 -4.435
C 0.653 -1.134 -3.262
C 1.918 -0.578 -2.654
C 3.046 -0.516 -3.461
C 4.236 0.015 -2.975
C 4.298 0.487 -1.672
C 3.171 0.435 -0.866
C 1.954 -0.100 -1.328
H 0.411 -4.258 -2.000
H 0.516 -2.689 -1.133
H 1.973 -3.408 -1.869
H 0.318 -4.349 -4.283
H 1.788 -3.429 -4.699
H 0.193 -2.833 -5.229
H -0.217 -0.786 -2.701
H 0.540 -0.847 -4.304
H 3.000 -0.865 -4.488
H 5.106 0.065 -3.616
H 5.219 0.906 -1.289
H 3.230 0.830 0.140
C -1.161 3.732 -2.249
S -1.584 2.037 -1.944
C -3.236 2.261 -1.346
O -0.754 1.686 -0.697
H -1.235 4.281 -1.311
H -1.847 4.130 -2.997
H -0.143 3.754 -2.632
H -3.840 2.681 -2.151
H -3.207 2.929 -0.485
H -3.622 1.279 -1.075
C -2.652 -6.098 -5.701
C -2.577 -4.995 -4.684
C -2.650 -3.659 -5.064
C -2.633 -2.626 -4.138
C -2.780 -1.219 -4.658
C -2.530 -2.948 -2.755
Se -2.520 -1.594 -1.479
C -2.455 -4.312 -2.351
C -2.418 -4.746 -0.909
C -2.470 -5.295 -3.324
H -2.495 -5.727 -6.712
H -3.638 -6.567 -5.668
H -1.920 -6.879 -5.495
H -2.745 -3.417 -6.117
H -3.839 -0.961 -4.737
H -2.356 -1.138 -5.659
H -2.324 -0.476 -4.009
H -1.862 -4.057 -0.275
H -1.987 -5.743 -0.828
H -3.431 -4.793 -0.503
H -2.428 -6.335 -3.019
*
```

Results
Total energy, a.u.: -4059.95214
Energy above the lowest of the compared OMol25 structures with the same formula, charge and spin, kcal per mole: 0.0
⟨S²⟩: 6.046
Lowest unoccupied orbital energy (spin up / spin down), eV: -4.70 / -8.32